Record 1
This record from the Open Molecules 2025 dataset describes 7 unconnected molecules or ions with the total composition C12H38O13. The level of theory is the ωB97M-V functional and the def2-TZVPD basis.

Structure (XYZ):
```
63
Properties=species:S:1:pos:R:3:forces:R:3
C 4.157 -2.057 0.511 -0.683 -0.180 0.243
C 3.782 -3.132 -0.510 -1.013 -0.241 0.136
O 4.793 -4.133 -0.470 0.049 -0.533 -0.777
O 4.967 -1.000 0.010 -0.456 -0.100 -0.510
H 4.729 -2.519 1.315 -0.307 -0.351 0.236
H 3.221 -1.641 0.917 0.581 0.237 -0.087
H 3.715 -2.684 -1.514 -0.083 -0.033 0.246
H 2.745 -3.580 -0.274 1.459 0.604 -0.198
H 4.713 -4.714 -1.254 0.016 0.537 0.700
H 5.663 -1.448 -0.475 0.403 0.116 -0.096
C -0.586 2.395 -1.994 0.727 0.338 -1.752
C -0.958 1.624 -3.303 0.098 -0.474 0.935
O 0.034 0.628 -3.582 0.425 0.471 -0.194
O -0.668 1.683 -0.810 -0.930 0.419 1.175
H -1.201 3.296 -1.930 -0.087 -0.098 0.153
H 0.471 2.698 -2.053 -0.165 0.298 -0.658
H -0.978 2.281 -4.196 -0.204 -0.154 0.723
H -1.909 1.062 -3.160 0.210 0.856 -0.189
H -0.244 -0.200 -3.201 -0.139 -0.735 0.157
H -0.502 0.752 -0.908 0.277 -1.006 -0.038
C -4.264 0.302 2.871 -0.450 -0.271 0.228
C -3.188 1.354 2.979 0.962 0.562 -0.260
O -2.612 1.585 1.701 0.877 0.191 -0.761
O -5.181 0.661 1.806 0.757 -0.498 1.142
H -4.783 0.230 3.856 -0.077 0.370 -0.817
H -3.844 -0.712 2.748 0.015 0.316 -0.476
H -2.342 1.045 3.622 -0.758 0.101 0.428
H -3.653 2.302 3.275 0.123 -0.172 0.562
H -1.752 2.092 1.771 -1.376 -0.733 0.211
H -4.584 0.985 1.120 -0.081 0.085 -0.236
C 0.593 3.941 2.404 -0.284 -0.993 -0.458
C 1.874 3.437 1.778 1.613 2.009 0.501
O 1.720 2.405 0.898 -0.712 -1.061 -1.269
O -0.263 2.869 2.800 -0.237 -0.619 0.605
H -0.016 4.416 1.624 0.267 0.414 0.355
H 0.818 4.575 3.249 -0.058 0.538 0.047
H 2.610 3.096 2.496 -0.098 -0.229 0.711
H 2.436 4.321 1.329 -0.885 -0.660 0.109
H 0.844 2.436 0.480 -0.026 -0.069 -0.297
H 0.046 2.359 3.575 0.173 0.557 -0.626
C 0.164 -1.830 0.911 0.695 1.431 -1.916
C 0.176 -0.834 2.026 0.386 1.911 -0.277
O 1.472 -0.124 2.127 -1.610 -0.793 -0.507
O 0.157 -0.999 -0.336 2.265 -0.673 0.823
H -0.689 -2.470 0.767 -0.627 -0.037 0.615
H 1.043 -2.486 0.975 -0.024 0.271 -0.270
H 0.019 -1.270 2.972 -0.300 -0.685 1.208
H -0.613 -0.064 1.823 0.410 -0.747 0.249
H 1.330 0.714 1.649 0.551 -0.111 0.129
H 1.113 -0.683 -0.462 -1.710 -0.611 -0.177
C -2.798 -1.680 -1.906 1.207 -0.359 -0.624
C -1.926 -2.874 -2.273 0.179 -0.618 -0.905
O -0.865 -2.491 -3.259 -1.306 -0.158 1.207
O -3.281 -1.148 -3.131 -0.268 0.112 -0.070
H -2.160 -0.960 -1.420 0.223 0.525 0.421
H -3.587 -1.955 -1.186 0.030 0.036 -0.698
H -2.579 -3.563 -2.850 0.280 0.028 0.700
H -1.454 -3.369 -1.407 -0.220 0.231 -0.330
H -0.807 -3.276 -3.814 0.281 0.313 -0.106
H -2.553 -1.255 -3.774 -0.404 0.044 0.391
O 2.298 -0.343 -2.083 -0.870 -0.219 0.072
H 3.242 -0.238 -2.054 0.583 0.377 -0.099
H 1.895 0.192 -2.791 0.326 -0.074 0.254
```
Positions in Å, forces in eV/Å.

HOMO energy = -9.85 eV
total charge = 0
orbital gap = 10.3 eV
energy above the lowest of the compared OMol25 structures with the same formula, charge and spin = 11.8 kJ/mol
total energy = -1458.01229 hartree


Record 2
This record from the Open Molecules 2025 dataset describes a molecular structure, C12H39BF4N13O8Rb. The level of theory is the ωB97M-V functional and the def2-TZVPD basis.

Structure (XYZ):
```
78
Properties=species:S:1:pos:R:3:forces:R:3
Rb -24.075 7.688 -14.195 -0.314 0.267 0.165
B -25.893 8.989 -11.262 -1.002 1.186 -0.909
F -25.628 9.829 -10.237 1.056 1.024 1.410
F -25.294 7.788 -11.206 1.121 -2.008 0.264
F -27.272 8.851 -11.265 -1.018 -0.285 -0.454
F -25.503 9.582 -12.489 0.309 0.272 -0.385
C -30.411 15.211 -15.205 -2.446 -0.610 -0.460
O -30.347 14.036 -14.392 1.711 1.471 0.056
C -29.623 14.449 -13.200 -1.044 -2.088 -0.466
C -29.131 13.214 -12.463 -0.037 0.500 0.289
N -28.551 13.657 -11.193 -0.516 -1.214 -0.630
C -27.727 12.583 -10.624 -0.470 1.243 0.982
C -27.224 13.151 -9.284 0.923 -0.521 -0.487
O -26.239 14.147 -9.625 -0.867 0.560 0.982
C -25.911 15.059 -8.567 0.792 -0.588 0.056
H -30.940 16.016 -14.694 0.522 0.363 0.647
H -31.194 14.980 -15.927 0.435 -0.208 -0.673
H -29.521 15.596 -15.702 0.347 -0.457 0.303
H -30.394 14.940 -12.607 0.628 0.676 0.345
H -28.729 15.004 -13.483 -0.252 0.612 0.124
H -28.404 12.692 -13.084 0.322 -0.060 -0.285
H -29.921 12.488 -12.268 -0.287 0.157 0.047
H -28.003 14.488 -11.362 0.408 -0.046 0.174
H -26.957 12.249 -11.320 0.684 0.244 0.148
H -28.312 11.676 -10.471 -0.459 0.224 0.191
H -26.791 12.383 -8.643 0.606 -0.328 -0.109
H -28.028 13.526 -8.651 -0.352 0.534 -0.502
H -26.601 15.840 -8.249 -0.786 -0.095 -0.773
H -24.992 15.562 -8.871 -0.023 -0.061 -0.059
H -25.706 14.529 -7.636 0.226 -0.395 0.069
C -23.051 12.858 -11.837 1.446 3.450 0.566
O -22.273 13.621 -12.366 1.538 0.512 -1.243
N -23.835 12.049 -12.446 -2.028 -3.121 -3.000
N -23.328 12.942 -10.568 -0.726 -0.176 4.970
H -24.395 11.404 -11.908 -0.064 -0.136 -0.866
H -23.684 12.040 -13.445 -0.536 -0.590 0.199
H -22.927 13.616 -9.931 0.186 -0.140 -0.642
H -24.107 12.428 -10.183 0.155 0.193 0.025
C -29.844 8.430 -9.144 -3.672 -0.135 -0.206
O -30.989 8.268 -8.739 -0.275 -0.357 1.115
N -29.239 9.582 -9.101 2.046 3.455 0.856
N -29.230 7.560 -9.898 1.382 -2.759 -1.116
H -29.626 10.320 -8.530 0.140 -0.159 -0.379
H -28.374 9.684 -9.613 -0.116 0.429 0.340
H -28.299 7.794 -10.210 -0.222 -0.831 -0.108
H -29.605 6.625 -9.833 0.427 0.110 -0.327
C -24.844 3.621 -9.925 -3.105 -2.430 -0.944
O -25.370 2.541 -10.071 -1.449 -1.670 -1.204
N -25.285 4.782 -10.344 -1.842 2.917 -2.075
N -23.838 3.775 -9.203 7.048 0.726 4.325
H -26.037 4.803 -11.018 0.290 0.249 0.264
H -24.677 5.567 -10.162 -0.651 0.231 -0.424
H -23.414 4.688 -9.119 0.279 -0.021 0.461
H -23.319 3.013 -8.790 -0.512 0.029 -0.264
C -24.872 10.670 -6.281 0.910 -1.582 -1.649
O -23.837 10.759 -6.891 2.589 0.891 -1.264
N -25.040 10.843 -5.031 0.893 2.569 6.139
N -25.922 10.107 -6.759 -4.742 -1.867 -3.225
H -24.307 11.356 -4.561 -0.304 -0.033 0.267
H -25.944 10.766 -4.586 0.467 0.045 -0.007
H -26.802 10.220 -6.276 0.111 -0.401 -0.434
H -25.927 9.637 -7.653 -0.018 0.327 0.041
C -27.453 9.024 -15.195 0.765 0.457 0.079
O -26.262 8.970 -15.341 3.735 -1.097 -1.916
N -28.417 8.703 -15.994 -2.744 -1.333 -3.348
N -27.892 9.454 -14.079 -1.731 1.871 5.160
H -29.321 8.649 -15.545 0.024 -0.080 -0.808
H -28.321 8.595 -16.994 0.014 -0.096 0.384
H -28.835 9.783 -13.931 0.325 -0.163 0.162
H -27.202 9.537 -13.346 -0.404 0.327 0.023
C -22.926 7.568 -8.111 -0.628 -5.160 -1.349
O -22.722 6.353 -8.425 0.069 1.608 0.113
N -23.735 8.339 -8.747 -2.702 1.992 -3.915
N -22.577 8.102 -7.011 2.922 0.978 4.758
H -23.844 9.315 -8.513 -0.024 -0.081 -0.021
H -24.208 7.977 -9.563 0.327 0.299 0.104
H -22.717 9.092 -6.866 -0.016 -0.101 0.447
H -22.164 7.494 -6.318 0.206 0.486 -0.121
```
Positions in Å, forces in eV/Å.

HOMO energy = -8.98 eV
total charge = 0
orbital gap = 8.1 eV
energy above the lowest of the compared OMol25 structures with the same formula, charge and spin = 250.5 kJ/mol
total energy = -2243.15221 hartree


Record 3
This record from the Open Molecules 2025 dataset describes a molecular structure, C12H39N10O7Pt. The level of theory is the ωB97M-V functional and the def2-TZVPD basis.

Structure (XYZ):
```
69
Properties=species:S:1:pos:R:3:forces:R:3
Pt 0.615 -1.481 0.434 0.178 0.343 0.185
O 1.163 0.612 1.236 0.423 -0.900 -0.452
H 0.856 1.155 1.946 -0.679 0.450 0.814
C -2.182 4.014 0.629 0.331 -0.669 0.450
C -0.869 3.350 0.973 -0.533 -0.516 0.681
C 0.286 4.237 0.538 -0.665 -0.176 0.672
O 0.252 4.334 -0.880 -1.362 -0.796 1.333
C 1.229 5.126 -1.399 2.145 -0.530 -1.780
N -0.838 3.074 2.451 1.506 0.218 -1.488
H -2.324 4.014 -0.405 -0.245 0.125 -1.843
H -2.179 5.055 0.943 -0.316 -0.018 0.432
H -2.963 3.389 1.041 -0.542 0.361 0.343
H -0.750 2.352 0.469 -0.222 1.051 0.368
H 1.147 3.715 0.901 1.223 -0.147 -0.101
H 0.265 5.225 1.048 -0.162 -0.328 -0.444
H 1.424 4.729 -2.435 -0.181 0.807 0.733
H 2.172 4.992 -0.862 0.172 0.045 0.119
H 1.015 6.175 -1.415 -0.420 0.713 -0.079
H -1.423 2.295 2.650 -0.490 -0.624 0.108
H -1.248 3.856 2.909 -0.252 0.689 0.602
C -2.832 -2.799 0.613 0.713 -1.579 -1.068
C -2.385 -1.692 -0.406 1.731 -1.835 1.339
C -3.531 -1.040 -1.012 -1.212 3.607 0.600
O -3.012 -0.199 -2.066 -2.192 0.016 -0.619
C -4.146 0.505 -2.755 2.977 0.418 0.858
N -1.491 -0.718 0.288 1.412 -0.210 -2.029
H -3.606 -3.458 0.134 0.742 0.573 0.281
H -3.319 -2.347 1.433 -0.660 0.730 1.050
H -2.057 -3.515 1.075 -0.701 1.455 -1.147
H -1.802 -2.143 -1.251 -0.276 0.291 0.815
H -4.057 -0.303 -0.260 0.737 -1.431 -0.962
H -4.267 -1.766 -1.292 -0.489 -0.358 -0.778
H -4.812 -0.209 -3.184 -0.519 -0.274 -0.342
H -3.675 1.204 -3.461 -0.069 -0.809 -0.322
H -4.581 1.208 -2.070 -0.784 -0.151 0.729
H -1.306 0.134 -0.287 -0.473 -0.864 0.395
H -1.835 -0.419 1.163 -0.626 0.199 1.139
C 3.755 -1.268 0.551 2.341 0.786 -2.761
O 2.802 -1.990 0.215 -0.238 -0.184 1.077
N 5.069 -1.821 0.332 -1.274 1.826 1.183
N 3.667 0.068 0.759 2.433 -1.299 0.559
H 4.926 -2.670 -0.165 0.502 -0.600 -0.408
H 5.872 -1.208 0.074 -1.353 -0.889 0.286
H 2.747 0.471 0.803 -0.941 0.548 0.632
H 4.516 0.566 1.068 -1.054 -0.435 -0.354
C 0.765 0.549 -2.126 -0.485 2.204 0.486
O 0.984 -0.629 -1.855 0.008 -1.847 0.481
N 0.397 0.928 -3.373 0.091 2.134 -0.368
N 0.780 1.510 -1.159 0.462 -0.180 -0.400
H 0.318 1.975 -3.521 0.053 -2.280 -0.163
H 0.422 0.267 -4.145 0.039 0.499 0.419
H 0.869 2.519 -1.281 -0.503 -0.494 -0.705
H 1.016 1.218 -0.181 -0.136 -0.232 -0.239
C 0.408 -4.131 -1.451 -0.347 -2.484 2.433
O 0.288 -3.638 -0.299 0.125 0.711 -0.999
N 0.250 -5.523 -1.465 0.520 2.658 2.149
N 0.637 -3.454 -2.562 0.055 0.271 -0.951
H 0.263 -5.979 -2.315 0.221 -1.480 -1.566
H 0.458 -5.949 -0.541 -0.423 0.233 -1.499
H 1.020 -3.810 -3.424 -0.231 -0.510 0.354
H 0.700 -2.463 -2.473 0.097 0.965 0.235
C 1.347 -2.336 3.528 -0.402 -1.541 0.111
O 0.689 -2.663 2.505 1.073 0.617 1.724
N 1.730 -1.068 3.851 0.289 -0.764 -0.091
N 1.695 -3.305 4.537 -1.482 -0.230 -3.472
H 2.556 -1.086 4.419 0.127 0.358 0.451
H 1.852 -0.455 3.069 -0.402 0.535 -0.739
H 2.452 -3.053 5.115 0.853 0.225 0.705
H 1.812 -4.231 4.074 -0.237 1.002 0.836
```
Positions in Å, forces in eV/Å.

HOMO energy (alpha / beta) = -10.21 / -11.66 eV
2S+1 = 3
total charge = +1
orbital gap (alpha / beta) = 8.4 / 9.4 eV
total energy = -1674.03907 hartree